15
Properties=species:S:1:pos:R:3:forces:R:3 method="wB97M-V/def2-TZVPD" de_lowest_ev=3.646 homo_lumo_gap_ev=8.91 lumo_energy_ev=0.7127 energy_ev=-5343.6200 homo_energy_ev=-8.20
C 2.179 -0.104 -0.208 0.056 -0.002 -0.041
C 0.839 -0.632 0.296 -0.013 0.008 -0.060
C -0.287 -0.654 -0.661 -0.009 -0.172 0.427
C -1.582 -0.476 0.036 -0.084 0.019 -0.177
C -1.549 1.079 -0.129 0.024 0.047 0.184
H 2.396 -0.506 -1.202 -0.028 0.052 0.121
H 2.155 0.989 -0.285 -0.013 -0.157 0.006
H -1.640 -0.775 1.095 0.084 0.148 -0.173
H -2.439 -0.875 -0.517 0.197 0.046 0.105
H -2.557 1.499 -0.203 0.220 -0.172 0.051
H 0.893 -1.740 0.375 0.024 -0.002 0.029
H -0.994 1.564 0.686 -0.208 -0.187 -0.252
H 2.995 -0.372 0.471 -0.126 0.039 -0.102
H 0.620 -0.281 1.322 -0.070 0.012 -0.177
H -1.031 1.285 -1.075 -0.053 0.320 0.058



29
Properties=species:S:1:pos:R:3:forces:R:3 method="wB97M-V/def2-TZVPD" de_lowest_ev=0.078 homo_lumo_gap_ev=8.12 lumo_energy_ev=0.3923 energy_ev=-23061.6109 homo_energy_ev=-7.73
Si 0.258 2.151 -0.935 0.563 -2.962 -2.196
O 1.384 -2.834 0.939 1.802 -1.785 -0.298
N -0.014 0.811 0.129 1.119 0.912 -0.767
C -1.553 2.525 -1.404 -1.722 0.124 -0.101
C 0.181 -2.519 1.418 -2.199 0.097 0.556
C -1.809 -2.952 2.691 -0.390 0.193 -0.362
C -0.411 -1.250 1.054 2.781 -2.839 -0.382
C -0.566 -3.407 2.205 -1.311 0.999 0.131
C 1.995 1.274 -2.804 -1.710 2.565 -0.682
C -2.322 -1.701 2.384 0.525 0.124 -0.380
C 1.374 3.403 -0.289 -0.412 0.346 1.963
C 2.296 0.004 -2.996 -1.320 -2.476 1.348
C 0.355 -0.399 0.125 -2.006 0.684 1.451
C -1.651 -0.914 1.491 0.778 0.320 0.437
H -2.505 2.066 -0.800 2.873 0.798 -1.071
H 2.206 2.054 -3.623 0.008 -1.025 1.276
H -3.185 -1.226 2.781 -1.008 -0.551 0.541
H 1.806 -0.629 -2.175 1.177 0.300 -1.422
H -1.955 0.050 1.179 -0.717 0.782 -0.152
H -2.529 -3.565 3.207 0.475 -0.642 0.506
H -0.315 -4.434 2.429 0.530 0.020 -0.111
H 2.750 -0.639 -3.822 -0.263 1.547 0.931
H 1.664 -3.791 1.120 -0.923 2.122 -0.194
H 2.068 3.971 -0.835 0.721 0.272 -1.393
H -1.763 2.237 -2.485 0.327 0.764 1.220
H 1.945 2.829 0.442 0.192 -0.039 0.076
H 0.840 4.143 0.293 -0.384 0.243 0.396
H -1.615 3.636 -1.234 -0.310 -0.830 -0.659
H 1.071 -0.892 -0.483 0.805 -0.063 -0.664



84
Properties=species:S:1:pos:R:3:forces:R:3 method="wB97M-V/def2-TZVPD" de_lowest_ev=0.000 homo_lumo_gap_ev=6.63 lumo_energy_ev=-10.0110 energy_ev=-63585.3492 homo_energy_ev=-16.65 charge=+3
Sn -19.349 -0.715 -5.248 0.182 0.023 0.034
P -15.342 -1.048 -2.822 -0.239 -0.312 -0.732
N -16.910 -3.592 -6.260 -0.096 0.115 0.054
N -19.821 1.379 -4.963 0.136 -0.997 0.396
N -17.197 0.570 -4.046 0.038 -0.142 -0.067
N -16.881 1.605 -4.673 0.075 0.654 -0.561
N -17.618 1.114 -7.154 -0.119 -0.255 0.170
N -19.563 -5.886 -9.488 -0.419 -0.198 -0.247
N -19.104 2.394 -5.512 -0.673 0.363 -0.151
N -18.400 -0.012 -7.047 -0.168 -0.243 -0.858
C -16.325 -4.920 -3.095 -0.379 -0.046 -0.231
C -16.321 2.346 -8.875 0.157 -0.201 0.256
C -15.009 -1.071 -5.471 0.218 0.352 0.498
C -15.320 -4.975 -7.426 -0.605 0.051 -0.153
C -18.519 -0.554 -8.291 -0.228 0.320 1.117
C -14.316 -0.874 -4.271 -0.336 0.075 0.575
C -22.020 0.962 -3.902 0.720 -0.685 0.389
C -17.635 -5.118 -7.950 -0.531 0.051 -0.037
C -20.995 1.845 -4.519 -0.175 0.293 -0.318
C -19.865 3.513 -5.454 -0.454 0.289 0.092
C -13.064 -0.241 -6.620 -0.302 0.053 -0.009
C -17.874 -4.142 -6.982 -0.374 -0.274 0.015
C -21.070 3.195 -4.833 0.364 0.184 0.052
C -19.446 -1.678 -8.592 0.616 -0.464 0.146
C -14.390 -0.695 -6.635 0.535 -0.155 -0.851
C -16.342 -2.531 -2.906 0.502 0.724 -0.037
C -15.527 1.691 -2.937 0.605 0.946 -0.441
C -17.710 -4.962 -2.872 0.565 0.266 -0.196
C -13.014 -0.363 -4.213 -0.481 -0.428 -0.116
C -17.767 0.199 -9.170 0.086 0.065 -0.431
C -17.209 1.234 -8.454 -0.353 0.490 0.932
C -18.708 -5.612 -8.778 0.397 0.444 0.477
C -15.644 -3.709 -3.114 0.754 -0.730 -0.226
C -16.385 0.510 -2.829 -0.548 -0.362 0.459
C -15.327 3.664 -4.665 0.175 -0.655 0.397
C -12.387 -0.087 -5.421 0.814 0.292 0.492
C -16.345 -5.545 -8.163 0.594 -0.176 -0.228
C -17.696 -2.558 -2.664 -1.039 0.047 0.226
C -15.669 -4.022 -6.501 0.485 0.167 0.341
C -17.308 0.700 -1.577 -0.253 0.192 -0.298
C -18.379 -3.769 -2.634 0.245 -0.014 -0.035
C -19.514 4.842 -6.025 0.822 -0.336 0.214
C -15.844 2.380 -4.056 -0.036 -0.155 0.101
C -14.469 -1.072 -1.291 0.488 0.045 0.174
B -17.723 2.161 -6.044 0.876 0.159 -0.371
H -17.746 1.692 -1.691 -0.172 -0.071 0.135
H -20.323 5.520 -5.815 -0.225 0.298 -0.137
H -14.286 -5.209 -7.576 0.276 -0.316 -0.061
H -13.831 -0.196 -1.152 -0.083 -0.107 0.116
H -18.105 -0.037 -1.460 0.299 0.111 -0.160
H -11.346 0.260 -5.389 -0.497 -0.165 -0.217
H -16.623 3.307 -8.477 -0.303 0.150 -0.124
H -14.558 -3.702 -3.328 -0.688 -0.014 0.188
H -16.714 0.723 -0.672 0.188 -0.068 0.103
H -14.903 -0.839 -7.582 0.074 0.041 0.031
H -13.861 -1.984 -1.258 -0.043 0.170 -0.065
H -18.869 -2.509 -9.025 -0.334 0.121 0.155
H -16.214 2.396 -9.948 -0.067 0.011 -0.234
H -21.563 0.014 -3.527 -0.331 0.658 -0.082
H -14.798 2.004 -2.198 -0.094 -0.077 -0.051
H -16.159 -6.294 -8.908 0.143 -0.225 -0.229
H -22.758 0.678 -4.638 -0.405 0.033 -0.169
H -19.993 -2.039 -7.706 0.134 0.093 -0.370
H -17.712 0.060 -10.233 0.135 -0.071 -0.143
H -22.502 1.469 -3.070 -0.100 -0.080 -0.019
H -16.000 -1.516 -5.471 0.029 0.016 -0.081
H -18.249 -5.906 -2.926 0.152 0.190 0.191
H -18.269 -1.650 -2.478 0.232 -0.256 -0.015
H -15.792 -5.835 -3.320 0.044 0.000 0.126
H -15.219 -1.159 -0.515 -0.036 0.085 0.370
H -20.152 -1.354 -9.345 -0.303 0.035 -0.126
H -14.608 4.134 -3.994 -0.099 -0.122 -0.006
H -12.504 -0.252 -3.254 -0.041 0.079 -0.351
H -21.875 3.885 -4.627 0.069 -0.140 -0.038
H -16.106 4.377 -4.896 -0.322 0.089 0.179
H -18.904 -3.848 -6.780 0.217 0.028 -0.010
H -14.825 3.451 -5.605 0.140 -0.117 -0.108
H -18.598 5.259 -5.593 -0.147 -0.094 0.056
H -12.547 -0.012 -7.546 -0.124 -0.023 0.024
H -19.334 4.756 -7.092 -0.177 0.105 -0.198
H -19.427 -3.765 -2.402 -0.351 -0.066 -0.039
H -15.346 2.160 -8.441 0.454 -0.063 -0.033
H -14.864 -3.603 -5.909 -0.136 0.225 0.096
H -17.199 3.176 -6.401 -0.150 -0.293 0.278



136
Properties=species:S:1:pos:R:3:forces:R:3 method="wB97M-V/def2-TZVPD" de_lowest_ev=3.718 homo_lumo_gap_ev=3.91 lumo_energy_ev=-7.0957 energy_ev=-117783.7888 homo_energy_ev=-11.01 charge=+1
Zn 23.421 27.585 -23.921 2.402 -0.757 2.428
F 27.300 25.710 -20.711 -0.238 -0.036 0.210
F 27.045 24.701 -22.609 -0.328 0.036 0.316
F 27.453 26.799 -22.568 -0.308 0.266 0.183
O 23.929 22.896 -16.073 -0.056 -0.024 0.120
O 27.272 29.094 -15.682 -0.352 -0.824 -0.246
O 31.292 23.444 -24.653 -0.163 -0.028 0.560
O 22.057 23.022 -22.872 -0.040 0.842 0.139
O 30.645 25.817 -25.915 -0.152 -0.049 -0.290
O 24.970 27.230 -21.068 0.455 0.662 -0.153
O 24.662 26.356 -23.087 0.056 -0.316 -1.859
O 22.498 33.986 -16.580 -0.845 0.578 -0.780
O 23.620 24.272 -24.975 -0.377 0.140 -0.487
O 28.398 29.660 -18.111 0.044 1.056 -1.033
O 28.144 20.697 -18.758 0.036 -0.709 0.127
O 24.097 29.097 -22.701 -1.095 0.430 -0.672
C 29.560 27.650 -24.887 -1.024 0.431 0.400
C 23.625 24.285 -16.030 0.683 0.289 0.113
C 23.108 31.814 -17.362 -0.035 -0.411 -0.410
C 25.282 26.096 -21.890 -3.200 1.091 1.296
C 24.072 31.400 -21.883 -1.019 0.067 -0.871
C 24.714 30.418 -22.841 0.999 0.376 0.657
C 22.163 23.445 -21.506 0.641 -1.520 0.056
C 29.042 22.534 -25.091 0.018 -0.015 -0.242
C 27.400 21.227 -19.861 0.902 0.493 1.564
C 23.359 22.674 -20.913 -0.843 0.218 0.528
C 26.196 30.228 -22.527 0.100 0.281 -0.526
C 22.866 24.681 -17.267 -0.866 0.748 -0.338
C 24.915 27.169 -19.647 -0.215 -0.784 0.546
C 29.052 27.011 -27.284 0.040 0.742 0.403
C 22.151 32.613 -16.487 1.178 -0.135 0.655
C 29.171 28.904 -20.389 -0.339 0.797 0.416
C 29.291 27.492 -18.309 0.261 -1.170 -0.480
C 24.648 23.471 -25.593 0.606 0.950 0.451
C 26.530 22.364 -19.331 -0.428 -0.495 -0.343
C 24.694 28.567 -19.138 0.051 0.164 0.561
C 26.077 29.826 -15.452 0.362 1.775 1.134
C 28.523 28.589 -19.037 -0.031 -0.834 1.332
C 22.283 32.203 -15.018 -0.807 -0.825 -0.193
C 25.390 22.738 -24.482 0.315 -0.218 -0.134
C 30.560 22.363 -25.208 0.706 -0.311 -0.772
C 25.528 24.442 -26.384 0.258 -0.171 -0.389
C 20.859 23.086 -20.808 0.053 -0.129 -0.092
C 25.287 29.262 -14.272 -0.239 -0.203 -0.417
C 24.965 25.000 -15.854 -0.003 -0.358 0.091
C 31.050 21.051 -24.607 -0.301 -0.061 0.260
C 26.534 31.278 -15.206 0.123 0.356 -0.196
C 29.393 26.514 -25.876 0.574 0.319 -0.466
C 26.777 25.830 -21.927 0.985 -0.075 -1.418
C 28.361 21.773 -20.908 -0.844 -0.097 -1.141
H 25.000 28.223 -14.447 0.194 -0.068 -0.010
H 27.789 29.141 -14.870 0.116 -0.058 -0.098
H 26.209 23.941 -27.076 -0.136 -0.146 -0.035
H 28.634 25.794 -25.565 0.173 -0.068 0.262
H 28.598 28.149 -24.733 -0.001 0.042 0.001
H 22.622 25.749 -17.281 0.241 0.087 0.179
H 25.383 29.292 -19.573 0.098 -0.017 0.144
H 20.034 23.731 -21.109 0.080 0.191 0.192
H 27.817 21.804 -21.861 0.088 -0.079 -0.128
H 24.341 28.799 -21.798 -0.017 -1.081 -0.270
H 24.123 32.132 -17.114 0.105 -0.331 0.077
H 24.238 22.760 -21.547 0.070 0.122 0.060
H 30.243 28.431 -25.230 0.139 -0.203 -0.222
H 22.997 31.957 -18.440 -0.259 0.497 0.074
H 26.110 22.853 -20.213 0.091 0.610 0.291
H 24.349 29.794 -14.107 0.111 0.227 -0.054
H 22.986 24.546 -15.179 0.028 -0.280 0.174
H 26.432 30.247 -21.462 -0.352 -0.283 0.087
H 25.868 29.313 -13.350 0.064 0.013 -0.023
H 23.311 31.944 -14.759 0.100 0.473 0.126
H 20.580 22.093 -21.166 0.046 -0.088 0.155
H 24.805 28.562 -18.051 0.318 0.059 -0.022
H 27.168 22.986 -18.700 0.003 0.489 -0.447
H 25.525 24.589 -15.013 -0.192 -0.196 0.041
H 21.874 24.220 -17.242 0.102 -0.284 -0.215
H 24.855 26.061 -15.628 -0.123 0.072 -0.360
H 23.662 28.906 -19.265 0.001 -0.090 -0.434
H 20.961 23.025 -19.723 -0.106 0.263 0.020
H 28.634 22.818 -20.757 0.245 -0.086 0.474
H 21.705 31.299 -14.798 0.014 -0.080 -0.180
H 29.237 21.149 -21.066 0.008 -0.005 0.228
H 25.327 23.322 -23.564 0.104 0.036 -0.010
H 21.124 32.468 -16.819 -0.048 0.452 -0.045
H 25.715 31.977 -15.029 -0.085 -0.108 0.049
H 29.298 27.968 -20.928 0.043 0.039 -0.051
H 25.485 29.890 -16.365 0.079 -0.656 -0.119
H 26.446 22.625 -24.732 -0.066 -0.084 0.044
H 24.554 30.720 -23.875 0.025 -0.049 0.010
H 28.478 21.394 -18.187 -0.037 0.179 -0.161
H 23.098 21.616 -20.814 0.039 -0.055 -0.135
H 22.417 24.506 -21.438 -0.330 0.135 -0.465
H 28.779 23.086 -24.187 0.142 0.057 0.037
H 28.643 23.057 -25.963 -0.024 0.197 0.094
H 24.207 22.768 -26.298 -0.427 0.143 0.143
H 30.129 29.421 -20.312 0.146 -0.268 0.335
H 29.742 27.820 -27.543 0.287 -0.266 -0.177
H 22.194 22.070 -22.845 -0.066 -0.024 -0.215
H 24.856 25.079 -26.961 0.109 0.016 -0.139
H 27.103 31.641 -16.066 -0.252 -0.111 -0.241
H 32.133 21.047 -24.498 -0.044 0.203 0.294
H 21.833 32.970 -14.390 0.383 0.136 0.100
H 30.169 27.858 -17.779 0.067 0.214 -0.269
H 24.983 21.753 -24.258 -0.120 0.023 -0.109
H 24.518 32.388 -21.986 0.250 -0.098 0.131
H 28.088 27.525 -27.320 -0.232 -0.383 0.074
H 24.081 24.787 -24.298 0.006 -0.198 0.225
H 24.076 26.577 -19.257 -0.163 -0.250 -0.598
H 25.699 22.082 -18.682 0.051 -0.430 -0.115
H 24.084 31.075 -20.844 0.211 -0.048 -0.028
H 28.566 29.580 -20.997 -0.217 -0.112 0.038
H 31.130 24.244 -25.181 -0.100 -0.181 0.175
H 23.034 31.519 -22.208 -0.095 0.072 0.336
H 26.830 20.360 -20.194 -0.061 0.199 -0.335
H 24.733 25.286 -21.394 0.650 -0.660 -0.075
H 27.257 31.396 -14.394 -0.276 -0.377 0.340
H 23.547 23.019 -19.894 0.314 0.019 -0.080
H 23.290 34.209 -16.085 0.053 -0.381 0.152
H 28.714 26.918 -17.578 -0.352 0.431 0.089
H 25.587 24.824 -16.735 -0.019 0.269 -0.102
H 23.353 24.466 -18.219 0.208 -0.279 0.176
H 30.882 22.331 -26.255 -0.519 -0.096 -0.241
H 31.317 26.496 -26.055 0.155 -0.197 -0.032
H 27.949 29.356 -17.304 0.251 -0.118 -0.095
H 30.528 20.871 -23.664 0.398 0.013 0.250
H 27.511 28.195 -19.190 -0.025 -0.033 -0.510
H 26.537 29.293 -22.972 0.259 0.081 0.064
H 29.889 27.316 -23.904 0.074 -0.219 -0.099
H 29.590 26.727 -19.034 0.289 0.037 0.063
H 28.515 21.578 -25.046 0.165 -0.115 -0.031
H 26.175 25.082 -25.777 -0.233 -0.070 0.387
H 29.102 26.219 -28.027 -0.045 -0.016 0.036
H 26.771 31.064 -22.930 -0.029 -0.076 -0.215
H 22.977 30.734 -17.245 0.181 -0.008 0.409
H 30.826 20.184 -25.231 -0.250 0.212 -0.230
H 25.791 26.642 -19.265 0.223 0.564 0.107
H 23.129 22.406 -16.291 0.006 -0.013 0.071



Calculated F_max, 0.46 3.99 1.21 3.62 eV/A (same order as the records).